The following is a DFT calculation (ωB97M-V with the def2-TZVPD basis set) of a structure of composition C44H51F3N7O2PPtSb.

Geometry as ORCA input:
```
! RIJCOSX wB97M-V def2-TZVPD def2/J DEFGRID3
* xyz 3 1
Pt -1.11 -0.11 -0.04
O -1.66 -2.74 3.07
C -1.30 -1.88 2.32
N -1.41 -1.86 0.92
C -1.76 -3.01 0.19
O -1.96 -4.10 0.62
C -1.83 -2.71 -1.26
C -1.98 -3.73 -2.18
C -2.05 -3.42 -3.52
C -1.97 -2.08 -3.90
C -1.83 -1.11 -2.93
N -1.75 -1.42 -1.63
C -0.62 -0.65 2.79
C -0.26 -0.48 4.10
C 0.47 0.65 4.45
C 0.80 1.58 3.47
C 0.37 1.36 2.17
N -0.32 0.26 1.85
H -2.05 -4.75 -1.81
H -2.16 -4.20 -4.27
H -2.03 -1.79 -4.94
H -1.80 -0.07 -3.20
H -0.54 -1.24 4.82
H 0.77 0.81 5.48
H 1.39 2.45 3.69
H 0.59 2.06 1.37
C 0.89 -0.46 -5.73
C 1.34 0.98 -5.47
C 0.15 1.91 -5.28
C 2.33 1.06 -4.31
N 1.76 0.66 -3.01
C 1.70 -0.55 -2.43
N 1.02 -0.42 -1.31
N 0.68 0.87 -1.23
N 1.11 1.53 -2.25
H 0.14 -0.49 -6.51
H 0.46 -0.92 -4.83
H 1.73 -1.09 -6.06
H 1.90 1.32 -6.35
H -0.37 1.72 -4.33
H -0.57 1.78 -6.08
H 0.46 2.96 -5.28
H 2.69 2.08 -4.19
H 3.18 0.40 -4.50
H 2.15 -1.45 -2.81
C -1.21 3.49 -0.35
C -2.43 3.07 0.48
C -3.59 4.05 0.25
P -2.92 1.32 0.21
C -3.75 0.72 1.73
C -4.43 -0.63 1.49
C -4.70 1.72 2.40
C -3.98 1.10 -1.25
C -5.42 1.60 -1.11
C -3.30 1.71 -2.49
H -0.86 4.46 -0.01
H -1.46 3.58 -1.41
H -0.38 2.78 -0.26
H -2.15 3.08 1.54
H -3.76 4.22 -0.81
H -3.31 5.01 0.69
H -4.53 3.74 0.71
H -2.90 0.56 2.41
H -5.36 -0.52 0.93
H -4.68 -1.09 2.45
H -3.79 -1.33 0.95
H -5.53 2.01 1.76
H -4.19 2.62 2.74
H -5.12 1.24 3.28
H -4.01 0.01 -1.36
H -5.48 2.69 -1.09
H -5.93 1.21 -0.23
H -5.98 1.26 -1.99
H -3.50 2.78 -2.54
H -3.70 1.26 -3.40
H -2.21 1.58 -2.48
F 7.60 2.08 3.63
C 6.56 2.36 2.86
C 6.37 3.66 2.44
C 5.26 3.96 1.65
C 4.38 2.94 1.29
C 4.59 1.63 1.72
C 5.69 1.33 2.52
Sb 2.73 3.39 0.05
C 3.62 3.83 -1.80
C 4.93 3.42 -2.06
C 5.54 3.75 -3.27
C 4.80 4.45 -4.21
F 5.37 4.75 -5.37
C 3.49 4.83 -3.99
C 2.90 4.52 -2.77
C 2.08 5.27 0.77
C 1.11 5.32 1.77
C 0.74 6.54 2.31
C 1.34 7.69 1.83
F 0.97 8.86 2.35
C 2.30 7.67 0.84
C 2.66 6.45 0.29
H 7.08 4.43 2.72
H 5.10 4.98 1.33
H 3.92 0.83 1.44
H 5.89 0.33 2.87
H 5.50 2.86 -1.32
H 6.57 3.49 -3.48
H 2.96 5.38 -4.76
H 1.88 4.83 -2.58
H 0.66 4.41 2.15
H 0.00 6.61 3.10
H 2.76 8.59 0.53
H 3.40 6.42 -0.50
*
```

For the LUMO energy (spin up / spin down), the calculation gives -11.5 / -11.5 eV. Its HOMO energy (spin up / spin down) is -14.4219 / -14.4181 eV. The energy above the lowest of the compared OMol25 structures with the same formula, charge and spin is 1.405 eV. The molar mass comes out at 1114.75 Da. The value obtained for the gap between HOMO and LUMO (spin up / spin down) is 2.9 / 2.9 eV.